Computed, not measured: a 2-piece molecular cluster, C55H67N4O3 overall at a distorted geometry, with ωB97M-V with the def2-TZVPD basis set.

```
129
Properties=species:S:1:pos:R:3:lowdin_charge:R:1
C -0.75252 -1.23991 1.07527 -0.06
C -2.20487 -1.22122 1.52708 -0.51
C -3.01591 -1.30907 0.22630 -0.08
C -2.53777 -2.46641 2.34337 -0.03
C -2.55185 0.06812 2.35823 -0.06
C -3.50000 0.91672 1.77960 -0.05
C -4.10353 1.94018 2.49250 -0.06
C -3.71446 2.15913 3.80156 -0.04
C -2.65432 1.46782 4.38453 -0.06
C -2.33961 1.96787 5.83610 -0.52
C -0.87458 1.87006 6.19047 -0.06
C -3.23782 1.21486 6.83215 -0.03
C -2.63826 3.46795 6.02031 -0.07
C -2.05064 0.38306 3.66543 -0.06
N -0.98210 -0.39882 4.27266 0.01
C -1.19752 -1.26028 5.44748 -0.11
C 0.18314 -1.48492 6.00328 -0.09
N 1.08626 -1.04163 4.93093 0.00
C 2.48443 -1.42834 4.94398 -0.08
C 2.83098 -2.78348 4.60611 -0.08
C 1.87007 -3.97593 4.25518 -0.51
C 2.54332 -5.01516 3.33635 -0.07
C 0.62947 -3.58248 3.47513 -0.06
C 1.52507 -4.71181 5.56487 -0.03
C 4.16910 -3.16615 4.67530 -0.04
C 5.17512 -2.27372 4.99747 -0.05
C 4.83474 -0.99906 5.40313 -0.04
C 3.51605 -0.53957 5.39371 -0.06
C 3.39588 0.89502 6.02119 -0.51
C 4.58635 1.77908 5.61087 -0.04
C 3.35930 0.73755 7.54618 -0.03
C 2.19085 1.68099 5.58334 -0.07
C 0.37294 -0.32843 3.97829 -0.24
C 0.84948 0.51705 2.97476 -0.05
C 2.17667 0.59099 2.43562 -0.21
C 3.04301 -0.53260 2.26105 -0.02
C 4.39203 -0.33612 2.03951 0.01
C 4.88968 0.98190 1.89591 -0.19
N 6.27524 1.21910 2.13929 -0.33
O 6.70708 2.39312 2.06955 0.04
O 6.99525 0.24178 2.45892 0.03
C 4.00355 2.07480 1.77684 -0.01
C 2.66047 1.87844 2.02714 -0.04
H -0.07159 -1.39435 1.91326 0.04
H -0.57942 -2.05813 0.36026 0.09
H -0.47988 -0.29229 0.59609 0.09
H -4.09545 -1.34781 0.41232 0.09
H -2.79145 -0.46852 -0.44124 0.06
H -2.74350 -2.21861 -0.32696 0.09
H -3.61093 -2.50102 2.57006 0.10
H -2.27023 -3.37414 1.78700 0.10
H -2.00246 -2.47435 3.29421 0.04
H -3.84263 0.76428 0.75708 0.09
H -4.88743 2.54515 2.04285 0.11
H -4.24929 2.91943 4.36908 0.11
H -0.28012 2.41694 5.44972 0.10
H -0.68634 2.32282 7.17648 0.11
H -0.53915 0.83904 6.25540 0.04
H -4.21654 1.70710 6.89341 0.09
H -3.43296 0.17664 6.54255 0.07
H -2.79341 1.22126 7.83591 0.10
H -3.70944 3.68957 6.03913 0.07
H -2.23458 3.79854 6.98661 0.09
H -2.15763 4.06660 5.23898 0.10
H -1.87750 -0.78511 6.15910 0.10
H -1.66661 -2.20940 5.14629 0.11
H 0.37546 -0.89070 6.91290 0.12
H 0.37062 -2.53091 6.25703 0.10
H 3.31341 -5.60072 3.84894 0.07
H 1.78464 -5.73015 2.99088 0.09
H 2.97905 -4.54057 2.44920 0.09
H 0.01384 -2.85634 3.99794 0.04
H 0.89045 -3.18497 2.48623 0.08
H 0.00383 -4.47780 3.32470 0.10
H 1.43367 -4.04246 6.42688 0.07
H 0.59031 -5.27685 5.46164 0.09
H 2.32243 -5.42442 5.81157 0.09
H 4.45595 -4.19827 4.47574 0.10
H 6.22142 -2.57989 4.96903 0.12
H 5.64198 -0.34930 5.74368 0.11
H 4.76600 1.69836 4.52965 0.08
H 4.36667 2.83444 5.81994 0.10
H 5.51012 1.52534 6.14059 0.08
H 2.51570 0.10754 7.85706 0.08
H 4.28120 0.27497 7.91608 0.09
H 3.24773 1.71508 8.03240 0.09
H 1.29882 1.08827 5.72765 0.03
H 2.10472 2.59459 6.19140 0.10
H 2.23823 1.96886 4.52861 0.08
H 0.11643 1.22153 2.58705 0.12
H 2.62984 -1.54472 2.30878 0.11
H 5.10584 -1.15913 2.03719 0.12
H 4.41294 3.05597 1.54592 0.12
H 1.94573 2.70432 1.95323 0.12
C 0.51580 -4.63656 -3.40893 -0.04
O -0.87852 -4.30800 -3.61202 -0.06
C -1.27733 -3.02321 -3.42915 -0.23
C -0.40022 -1.97799 -3.04421 0.01
C -0.88802 -0.68873 -2.95109 -0.03
C -2.24928 -0.38313 -3.20689 -0.23
C -2.70265 0.97427 -3.17602 0.10
C -1.92130 2.04058 -3.60600 -0.12
C -2.27338 3.45080 -3.48477 -0.12
C -3.34132 4.11097 -2.89962 0.00
C -3.40641 5.51332 -3.01904 -0.05
C -2.42309 6.22952 -3.72608 -0.05
C -1.33752 5.56922 -4.32458 0.01
C -1.28801 4.19144 -4.17554 -0.15
N -0.35595 3.28338 -4.69488 -0.05
C 0.77973 3.62785 -5.52570 0.02
C -0.70057 2.01622 -4.34321 0.08
C -3.12572 -1.46307 -3.51924 0.00
C -2.65248 -2.74452 -3.65297 0.02
H 0.58505 -5.70050 -3.63898 0.10
H 1.16179 -4.06397 -4.08592 0.10
H 0.81018 -4.45854 -2.36735 0.10
H 0.65643 -2.18151 -2.84568 0.12
H -0.20536 0.11794 -2.68540 0.12
H -3.74118 1.18806 -2.92114 0.14
H -4.09790 3.53798 -2.36555 0.12
H -4.23562 6.05146 -2.55775 0.11
H -2.50578 7.31138 -3.81439 0.11
H -0.56626 6.09415 -4.88431 0.11
H 0.81007 4.71086 -5.66897 0.09
H 1.71577 3.30114 -5.05413 0.11
H 0.70465 3.14104 -6.50805 0.11
H -0.11534 1.15744 -4.65847 0.15
H -4.18057 -1.24115 -3.69204 0.13
H -3.30334 -3.56519 -3.94847 0.13
```

For the molar mass, the calculation gives 832.2 g mol⁻¹. As for the HOMO-LUMO gap: 3.81 eV. The lowest unoccupied orbital energy is -4.8 eV. The value obtained for the relative energy (zero: lowest compared OMol25 entry of this formula, charge and spin) is 0.0 kJ/mol. As for the multiplicity: 1. As for the net charge: +1. The total energy comes out at -2580.3539 Eh.

Computed, not measured: C55H69AsF6P2PtSSbSi as an isolated structure, with ωB97M-V with the def2-TZVPD basis set.

```
137
Properties=species:S:1:pos:R:3:lowdin_charge:R:1
Pt -0.07223 -0.77750 0.19207 0.69
C -0.17253 -1.94919 3.61682 -0.15
Si -0.08056 -0.43465 2.54041 0.55
C -1.52537 0.73573 2.68688 -0.30
C -2.34125 0.82499 3.81187 -0.06
C -3.24830 1.86533 3.95244 -0.04
C -3.30730 2.85524 2.98438 -0.04
C -2.50012 2.78302 1.85859 -0.09
C -1.63863 1.70323 1.67617 -0.39
P -0.55055 1.54875 0.19916 1.01
C 0.42215 3.16371 0.38993 -0.34
C 0.81467 3.52568 1.82959 -0.19
C 1.07681 5.02834 1.93646 -0.17
C 2.18428 5.46732 0.98770 -0.19
C 1.85556 5.05015 -0.43918 -0.17
C 1.58415 3.54638 -0.53398 -0.20
C -1.55484 1.79370 -1.35043 -0.41
C -0.70616 1.42546 -2.57784 -0.23
C -1.46025 1.76190 -3.85884 -0.16
C -1.62339 3.28262 -4.01895 -0.16
C -1.59505 3.99295 -2.66085 -0.18
C -2.27859 3.14487 -1.59094 -0.17
C 1.50345 0.51379 2.81529 -0.31
C 1.74914 1.09110 4.06225 -0.07
C 2.93602 1.75706 4.31626 -0.04
C 3.90692 1.82822 3.32509 -0.04
C 3.69145 1.23616 2.09071 -0.07
C 2.47980 0.59733 1.81982 -0.36
P 2.24512 -0.39790 0.30561 1.01
C 3.41251 -1.76552 0.66398 -0.40
C 2.98446 -2.60713 1.87599 -0.18
C 3.94950 -3.78985 2.10199 -0.17
C 5.27896 -3.58478 1.39249 -0.20
C 5.08430 -3.47233 -0.12128 -0.16
C 3.85505 -2.62192 -0.51881 -0.17
C 2.84087 0.50299 -1.19520 -0.39
C 2.58594 -0.17368 -2.55082 -0.21
C 2.80795 0.83133 -3.69339 -0.16
C 3.95481 1.80898 -3.40270 -0.18
C 4.96212 1.16184 -2.46584 -0.17
C 4.33046 0.92612 -1.08792 -0.18
H 0.55549 -1.82906 4.42277 0.06
H 0.09288 -2.86493 3.08316 0.02
H -1.15532 -2.05832 4.08138 0.03
H -2.25934 0.08522 4.59961 0.11
H -3.88495 1.92020 4.82507 0.12
H -3.98079 3.69315 3.10501 0.12
H -2.55942 3.58635 1.14053 0.10
H -0.42901 3.80434 0.11115 0.10
H 1.72469 2.98800 2.09470 0.08
H 0.04718 3.24239 2.54715 0.10
H 1.33083 5.27086 2.96948 0.12
H 0.15631 5.57680 1.70579 0.12
H 3.12571 4.99660 1.29145 0.12
H 2.33971 6.54469 1.04593 0.12
H 2.67104 5.30453 -1.11835 0.12
H 0.97439 5.59842 -0.79076 0.12
H 2.48364 3.01461 -0.21099 0.10
H 1.39293 3.29145 -1.57488 0.09
H -2.32607 1.02281 -1.26743 0.04
H -0.45412 0.36733 -2.54979 0.03
H 0.24031 1.96588 -2.56142 0.08
H -2.43847 1.26970 -3.82279 0.11
H -0.93880 1.33744 -4.71773 0.12
H -2.56525 3.49806 -4.52561 0.12
H -0.83400 3.68169 -4.65720 0.12
H -2.08899 4.96246 -2.72935 0.12
H -0.56449 4.20253 -2.36310 0.10
H -3.29135 2.91085 -1.93385 0.13
H -2.41182 3.72335 -0.68052 0.08
H 1.00159 1.02851 4.84604 0.12
H 3.11398 2.20732 5.28339 0.12
H 4.84502 2.33065 3.51943 0.12
H 4.48312 1.26630 1.35780 0.09
H 4.26989 -1.14940 0.97517 0.11
H 1.98290 -2.99921 1.71547 0.06
H 2.96081 -1.96710 2.76339 0.11
H 3.47551 -4.69973 1.74073 0.10
H 4.10829 -3.92264 3.17253 0.12
H 5.94953 -4.41650 1.60972 0.12
H 5.78084 -2.69063 1.78004 0.11
H 4.96827 -4.46655 -0.55343 0.12
H 5.98334 -3.04013 -0.56619 0.11
H 3.02673 -3.25940 -0.82343 0.10
H 4.12962 -1.99909 -1.36735 0.08
H 2.22303 1.40093 -1.19657 0.06
H 1.57292 -0.55961 -2.61399 0.01
H 3.24335 -1.02992 -2.67846 0.10
H 1.88707 1.38555 -3.88998 0.09
H 3.02170 0.26638 -4.60218 0.12
H 3.57203 2.72344 -2.93527 0.11
H 4.42972 2.12060 -4.33232 0.12
H 5.84533 1.78889 -2.34347 0.12
H 5.31167 0.21803 -2.89187 0.12
H 4.39260 1.85640 -0.51953 0.10
H 4.91467 0.17840 -0.54971 0.10
S -0.19580 -2.13732 -2.14707 0.90
C -1.76529 -1.83044 -2.81190 -0.65
C -1.94861 -2.00468 -4.18981 -0.07
C -3.17261 -1.71216 -4.76965 -0.04
C -4.23113 -1.27676 -3.98359 -0.04
C -4.07801 -1.14404 -2.60418 -0.07
C -2.85304 -1.41265 -2.02094 -0.41
As -2.58180 -1.39938 -0.10722 1.32
C -4.22884 -0.63162 0.57715 -0.34
C -5.21403 -1.45880 1.11302 -0.09
C -6.42678 -0.92227 1.52217 -0.05
C -6.67086 0.43610 1.38929 -0.05
C -5.69721 1.26121 0.84501 -0.05
C -4.48128 0.73107 0.44257 -0.12
C -2.88230 -3.28808 0.29913 -0.36
C -2.66193 -3.66042 1.68506 -0.12
C -3.02920 -4.71900 2.36547 0.09
C -3.59980 -6.37248 0.35064 0.14
C -3.36956 -5.56440 -0.64704 -0.04
C -3.20103 -4.11925 -0.70300 -0.08
H -1.12141 -2.35905 -4.79017 0.12
H -3.30318 -1.83177 -5.83639 0.12
H -5.18802 -1.05610 -4.43696 0.12
H -4.92371 -0.84143 -1.99820 0.11
H -5.05886 -2.52414 1.21034 0.09
H -7.18432 -1.57205 1.93913 0.12
H -7.61975 0.84881 1.70338 0.12
H -5.88395 2.32086 0.73078 0.12
H -3.74095 1.39247 0.01637 0.07
H -2.07144 -2.99208 2.30298 0.09
H -2.85152 -5.10735 3.35251 0.15
H -3.67675 -7.42292 0.56555 0.15
H -3.18948 -6.11324 -1.57093 0.16
H -3.23997 -3.72837 -1.70998 0.11
F -0.05069 -2.78044 0.70125 -0.65
Sb 0.00039 -5.38980 0.27316 1.58
F 1.05371 -5.29330 1.99885 -0.55
F 1.63773 -4.87534 -0.54789 -0.43
F 0.17875 -7.13745 -0.52447 -0.50
F -0.83529 -4.45951 -1.47620 -0.59
F -3.93002 -5.71110 1.70747 0.04
```

For the molar mass, the calculation gives 1358.0 g mol⁻¹. As for the HOMO-LUMO gap (alpha / beta): 6.63 / 5.75 eV. Its expectation value of S² is 0.766. The lowest unoccupied orbital energy (alpha / beta) is -5.9 / -6.8 eV. The value obtained for the relative energy (zero: lowest compared OMol25 entry of this formula, charge and spin) is 0.0 kJ/mol. As for the multiplicity: 2. As for the net charge: +2. The total energy comes out at -6701.6580 Eh.